Computed, not measured: a cluster of 5 separate species, C28H47NO12S2 in total in a non-equilibrium geometry, with the ωB97M-V functional and the def2-TZVPD basis.

```
90
Properties=species:S:1:pos:R:3:forces:R:3
O 2.24762 5.18424 0.04155 -0.54 -0.07 -1.18
C 1.44515 4.74442 -0.74118 0.00 0.18 2.11
C 0.23000 3.94570 -0.40057 0.49 0.29 -0.94
C -0.22443 3.43847 -1.53858 -0.60 -0.32 -0.07
C -1.38011 2.55313 -1.81209 0.15 -0.20 -0.06
C -1.90965 1.85278 -0.57751 0.35 0.14 0.06
C -1.06453 0.72131 -0.01058 0.15 -0.30 -0.02
S -0.46641 -0.49451 -1.23660 -0.17 -0.36 -0.12
C 1.31699 -0.28435 -1.08844 -0.27 0.34 -0.11
S 2.05972 0.81019 -2.01768 0.13 0.05 0.03
N 1.93489 -1.13289 -0.14133 0.17 -0.01 0.07
C 2.58776 -0.41190 0.95379 0.09 0.43 -0.06
C 4.04731 -0.06463 0.72071 0.05 -0.43 0.03
O 4.78687 -1.17849 0.25326 0.08 -0.02 0.18
C 4.24431 -1.69316 -0.93814 -0.07 -0.42 -0.04
C 2.81440 -2.14994 -0.74505 -0.22 0.27 -0.08
C 0.65448 3.90093 -2.64381 0.33 -0.30 -1.78
O 0.71146 3.54171 -3.80323 -0.21 1.00 2.39
O 1.51500 4.86439 -2.09574 0.54 -0.51 -0.84
H -0.16600 3.83139 0.58341 0.09 -0.07 0.44
H -2.17084 3.13493 -2.27315 -0.18 0.28 -0.13
H -1.06234 1.85081 -2.57478 0.01 -0.31 -0.16
H -1.97136 2.59812 0.20992 -0.31 0.12 0.32
H -2.91588 1.48826 -0.73308 -0.24 -0.10 -0.22
H -0.21397 1.06673 0.56207 0.28 0.24 -0.01
H -1.68549 0.17415 0.68196 0.03 -0.12 0.09
H 2.49265 -0.97103 1.87806 -0.03 -0.45 0.10
H 2.05528 0.51900 1.10959 -0.21 0.22 0.10
H 4.15677 0.76541 0.03226 -0.01 0.26 -0.22
H 4.48510 0.18931 1.67515 0.19 0.27 0.24
H 4.32821 -0.99803 -1.76882 0.01 0.41 -0.05
H 4.83004 -2.56745 -1.19298 0.26 -0.20 -0.06
H 2.79381 -3.03200 -0.11503 -0.02 -0.18 0.21
H 2.39564 -2.40510 -1.70930 -0.14 -0.28 -0.23
O -3.33583 0.07989 1.85715 -0.19 -0.13 0.02
C -3.54446 0.79537 2.79941 -0.23 -0.18 0.27
O -2.51690 1.49667 3.30455 0.24 0.19 -0.20
C -2.67583 2.51084 4.30398 -0.02 0.08 0.28
C -2.66081 1.92990 5.70163 -0.05 -0.14 -0.03
C -4.89218 0.85173 3.47314 -0.15 0.35 -0.18
H -3.56973 3.10470 4.11106 -0.03 -0.06 -0.01
H -1.82392 3.17505 4.17028 0.05 -0.05 -0.09
H -3.49588 1.24865 5.86354 -0.04 0.05 0.01
H -2.71814 2.72645 6.44305 0.01 0.02 0.00
H -1.74346 1.36511 5.86479 0.04 0.04 0.00
H -4.94618 0.05138 4.20999 0.02 -0.01 0.02
H -5.65530 0.68528 2.71779 0.05 -0.17 -0.02
H -5.10967 1.80205 3.95448 0.07 -0.07 0.13
O -2.02569 -3.58466 4.53369 -0.19 -0.09 0.09
C -1.12170 -3.47704 3.75214 0.24 0.26 0.05
O -0.51252 -4.58925 3.30769 -0.15 -0.32 -0.10
C 0.43111 -4.58421 2.22757 0.20 0.02 -0.18
C 1.83915 -4.29664 2.70459 -0.06 0.09 0.16
C -0.59774 -2.13209 3.31637 -0.21 0.13 -0.44
H 0.11070 -3.90350 1.43785 0.00 0.03 0.02
H 0.38382 -5.58790 1.80857 -0.09 -0.04 0.05
H 1.92004 -3.30066 3.14146 0.01 0.04 -0.07
H 2.54174 -4.36562 1.87397 0.00 -0.02 0.00
H 2.13210 -5.01344 3.47179 0.01 -0.05 -0.04
H 0.14381 -1.78846 4.03709 0.03 -0.03 0.00
H -1.43076 -1.43339 3.30262 0.00 0.02 0.15
H -0.16593 -2.13103 2.31656 0.14 0.01 0.08
O -2.04376 -4.78269 -0.69528 0.23 0.04 -0.16
C -2.61057 -5.50415 0.07468 -0.40 0.11 0.16
O -2.22365 -6.79011 0.17337 0.32 -0.07 -0.04
C -2.69007 -7.66364 1.20476 -0.17 -0.14 0.13
C -3.99872 -8.32897 0.83309 -0.06 0.08 -0.10
C -3.79262 -5.02307 0.88543 0.20 0.06 0.37
H -2.74889 -7.13770 2.15842 -0.02 0.04 -0.02
H -1.91107 -8.41659 1.31091 0.07 0.04 -0.08
H -4.79869 -7.59942 0.70740 -0.01 0.01 0.07
H -4.29754 -9.03665 1.60646 0.01 -0.01 0.01
H -3.89401 -8.86453 -0.11021 0.04 -0.04 0.02
H -4.69758 -5.14048 0.29090 -0.01 -0.02 -0.01
H -3.64670 -3.96744 1.09987 -0.03 0.05 -0.17
H -3.91583 -5.53133 1.83887 -0.09 -0.08 -0.08
O 4.58316 7.89213 -8.45197 0.02 0.15 -0.18
C 4.24238 7.09721 -7.62348 0.13 -0.03 0.31
O 2.93365 6.82030 -7.48641 -0.17 -0.04 -0.24
C 2.44333 5.75228 -6.66896 -0.07 -0.07 0.23
C 2.26335 6.17337 -5.22712 0.08 0.11 0.06
C 5.23504 6.46062 -6.67699 0.06 -0.36 -0.19
H 3.07943 4.87141 -6.76387 0.03 0.03 0.01
H 1.47910 5.48811 -7.09917 0.00 0.06 -0.08
H 3.21106 6.45643 -4.76776 0.02 -0.06 0.00
H 1.83042 5.35814 -4.64794 0.06 0.08 -0.12
H 1.60310 7.03950 -5.16766 -0.04 -0.02 -0.04
H 5.37444 7.11879 -5.82088 -0.02 0.00 0.03
H 6.18213 6.35927 -7.19986 0.03 0.17 -0.01
H 4.94680 5.47211 -6.32745 -0.06 0.09 0.12
```
Forces are in eV/Å.

structure (SMILES)	O=C1C=C(CCCSC(=S)N2CCOCC2)C(=O)O1.CCOC(C)=O.CCOC(C)=O.CCOC(C)=O.CCOC(C)=O
total charge	0
max |F|	2.60	eV/A
total energy	-77527.55153	eV
frontier orbital gap	7.2	eV

Löwdin population analysis, charges in e, atoms 1 to 6:
1 O 0.153
2 C -0.430
3 C 0.109
4 C -0.146
5 C -0.148
6 C -0.236